Density functional theory data (ωB97M-V/def2-TZVPD) for a 7-piece molecular cluster, C23H45ClO9 overall at a distorted geometry.

Values from the calculation:
Multiplicity: 1
HOMO energy in eV: -9.368
ΔE to the lowest compared entry with this formula, charge and spin in kcal per mole: 96.1
SMILES string: CCCCOC(=O)OCl.CC(C)=O.CC(C)=O.CC(C)=O.CC(C)=O.CC(C)=O.CC(C)=O

CARTESIAN COORDINATES (ANGSTROEM)
C 1.185 -0.656 1.285
C 0.323 0.228 0.156
C -0.551 1.317 1.015
C -2.056 1.625 0.380
O -3.103 1.373 1.382
C -3.573 -0.022 1.366
O -4.610 -0.346 2.186
O -3.071 -1.108 0.509
Cl -4.166 -1.108 -0.816
H 0.503 -0.984 2.191
H 2.060 0.015 1.730
H 1.662 -1.631 0.823
H 1.126 0.721 -0.573
H -0.347 -0.460 -0.514
H 0.042 2.343 1.141
H -0.744 0.828 2.083
H -2.239 1.075 -0.654
H -2.111 2.789 0.122
C 2.421 1.186 -5.057
C 1.411 0.898 -3.979
C 0.603 -0.366 -4.105
O 1.252 1.665 -3.031
H 2.929 2.130 -4.834
H 3.166 0.387 -5.091
H 1.917 1.279 -6.022
H 1.267 -1.234 -4.097
H 0.018 -0.343 -5.028
H -0.085 -0.443 -3.256
C -6.176 -2.960 1.979
C -7.346 -3.839 2.335
C -8.169 -3.446 3.533
O -7.618 -4.839 1.673
H -5.674 -3.365 1.093
H -6.526 -1.950 1.751
H -5.463 -2.938 2.806
H -8.608 -2.458 3.374
H -7.544 -3.446 4.429
H -8.978 -4.171 3.670
C -2.464 4.111 -5.883
C -1.337 3.506 -5.090
C -1.081 4.059 -3.714
O -0.651 2.594 -5.550
H -2.532 3.614 -6.856
H -3.409 3.971 -5.352
H -2.274 5.175 -6.046
H -1.964 3.916 -3.086
H -0.829 5.120 -3.781
H -0.239 3.526 -3.260
C 5.190 -0.745 0.029
C 4.135 -0.924 -1.030
C 4.324 -0.188 -2.329
O 3.156 -1.644 -0.840
H 4.922 -1.334 0.912
H 6.155 -1.094 -0.346
H 5.252 0.308 0.317
H 5.250 -0.513 -2.809
H 4.347 0.889 -2.147
H 3.486 -0.412 -2.998
C 6.305 1.185 3.416
C 6.710 2.149 2.333
C 6.379 3.603 2.540
O 7.288 1.764 1.319
H 6.607 0.172 3.131
H 6.802 1.448 4.353
H 5.219 1.204 3.543
H 6.880 3.974 3.438
H 5.297 3.730 2.628
H 6.731 4.181 1.679
C -1.120 -4.637 3.237
C -1.197 -3.148 3.443
C -2.504 -2.581 3.929
O -0.228 -2.422 3.224
H -0.118 -4.903 2.885
H -1.308 -5.153 4.181
H -1.849 -4.945 2.483
H -2.753 -3.006 4.905
H -3.294 -2.798 3.206
H -2.412 -1.495 4.033